1 | This record from OMol25 describes a molecular structure, C4H14N4. The level of theory is ωB97M-V with the def2-TZVPD basis set.

Results
**HOMO-LUMO gap**: 8.4 eV
**Net charge**: 0
**HOMO**: -0.2720 Ha

```
22
C4H14N4, DFT ωB97M-V with the def2-TZVPD basis set
C 1.26 1.92 -0.39
C -0.31 1.16 1.54
N 1.26 1.04 -1.33
N 0.66 1.03 2.64
H 0.25 1.26 3.54
H 0.58 1.23 -2.06
H 1.04 -0.39 -0.62
H 1.43 1.67 2.51
H 0.75 2.88 -0.45
H 2.01 1.84 0.39
H -0.72 2.17 1.44
H -1.20 0.57 1.81
N -0.49 -1.85 -0.24
N 0.63 -1.06 0.15
C -0.70 -2.00 -1.61
C -1.89 -2.10 -2.19
H -1.32 -1.60 0.29
H 0.17 0.09 0.76
H 1.17 -1.52 0.87
H 0.22 -2.08 -2.17
H -1.98 -2.32 -3.24
H -2.81 -1.95 -1.64
```



2 | This record from OMol25 describes a molecular structure, C4H14N4. The level of theory is ωB97M-V with the def2-TZVPD basis set.

Results
**HOMO-LUMO gap**: 8.0 eV
**Net charge**: 0
**HOMO**: -0.2672 Ha

```
22
C4H14N4, DFT ωB97M-V with the def2-TZVPD basis set
C 0.18 1.83 0.24
C -0.18 3.31 0.12
N -0.90 1.08 1.02
N 1.23 1.55 1.18
H 0.30 1.38 -0.76
H 2.02 1.06 0.78
H -1.12 0.18 0.56
H -1.75 1.60 1.17
H 0.17 1.02 1.82
H -0.39 3.72 1.10
H 0.68 3.85 -0.27
H -1.05 3.48 -0.54
C 1.04 -2.02 0.07
C -0.24 -2.21 -0.70
N -0.27 -3.32 -1.50
N -1.21 -1.38 -0.56
H -1.09 -3.57 -2.01
H 0.43 -4.04 -1.38
H -2.01 -1.60 -1.16
H 1.22 -0.98 0.36
H 1.03 -2.61 0.99
H 1.91 -2.33 -0.51
```



Energies in hartree, measured from the most stable structure: 1 0.1240; 2 0.0000.